Record 1
C5H11N | ωB97M-V with the def2-TZVPD basis set

**SMILES string**: C=CCCNC
**HOMO**: -8.7 eV
**E_LUMO**: 1.2 eV
**Net charge**: 0
**ΔE to the lowest compared entry with this formula, charge and spin**: 144.4 kJ/mol

Last column: natural (NBO) charge in e.
Element x y z (Å)
C  1.213060  1.991476  -1.613413  -0.399
C  0.693366  0.776454  -1.711738  -0.164
C  0.768617  -0.317827  -0.674272  -0.455
C  0.170044  0.100799  0.694722  -0.213
N  -1.225086  -0.313870  0.797857  -0.631
C  -1.489298  -1.562292  1.469078  -0.410
H  1.544971  2.393393  -0.651638  0.173
H  1.273187  2.777016  -2.354165  0.201
H  0.551378  0.454486  -2.706972  0.192
H  0.129539  -1.129987  -1.023001  0.216
H  1.798002  -0.675414  -0.626125  0.217
H  0.755316  -0.358234  1.491297  0.168
H  0.199907  1.180107  0.730417  0.198
H  -1.730894  0.449735  1.221179  0.360
H  -0.811959  -1.740053  2.322280  0.160
H  -1.326890  -2.415246  0.803960  0.185
H  -2.513259  -1.610543  1.830535  0.204

Cartesian forces (eV/Å) of the 2 atoms listed first:
-0.2 0.9 1.5
1.7 0.2 -0.1


Record 2
C5H11N | ωB97M-V with the def2-TZVPD basis set

**SMILES string**: C/C=C(\C)NC
**HOMO**: -7.0 eV
**E_LUMO**: 1.0 eV
**Net charge**: 0
**ΔE to the lowest compared entry with this formula, charge and spin**: 131.7 kJ/mol

Last column: natural (NBO) charge in e.
Element x y z (Å)
C  -1.958114  -1.203606  1.125271  -0.625
C  -1.375004  -0.314495  0.074073  -0.340
C  -0.052517  -0.088078  -0.106615  0.230
C  1.054565  -1.063560  0.265032  -0.664
N  0.349254  1.139285  -0.646692  -0.626
C  1.713993  1.608839  -0.743708  -0.406
H  -1.165825  -1.655491  1.729252  0.203
H  -2.603582  -1.955724  0.689737  0.202
H  -2.546292  -0.626166  1.852360  0.209
H  -2.035960  0.172662  -0.642792  0.186
H  0.568430  -2.006490  0.473892  0.233
H  1.679625  -1.030169  -0.628311  0.219
H  1.686633  -0.652121  1.062076  0.216
H  -0.408888  1.679757  -1.027088  0.386
H  2.360843  0.779434  -1.043791  0.186
H  2.054476  1.947555  0.243623  0.179
H  1.907496  2.399471  -1.458107  0.211

Cartesian forces (eV/Å) of the 2 atoms listed first:
0.2 0.0 -0.1
0.6 -0.2 -0.5


Record 3
C5H11N | ωB97M-V with the def2-TZVPD basis set

**SMILES string**: C=C[C@H](C)CN
**HOMO**: -9.1 eV
**E_LUMO**: 1.2 eV
**Net charge**: 0
**ΔE to the lowest compared entry with this formula, charge and spin**: 107.4 kJ/mol

Last column: natural (NBO) charge in e.
Element x y z (Å)
C  -1.980402  1.393723  0.967899  -0.420
C  -1.176695  0.312581  0.739977  -0.161
C  -0.013210  0.276741  -0.208854  -0.279
C  -0.459177  -0.561694  -1.435968  -0.600
C  1.117314  -0.410977  0.539111  -0.207
N  2.358716  -0.637063  -0.229986  -0.861
H  -1.732186  2.366457  0.485340  0.201
H  -2.866413  1.257772  1.663658  0.210
H  -1.510077  -0.724632  1.120073  0.195
H  0.226687  1.340475  -0.536584  0.201
H  -0.957893  -1.492778  -1.101766  0.199
H  -1.199366  -0.057198  -2.026627  0.210
H  0.387214  -0.785059  -2.038569  0.225
H  0.635787  -1.356187  0.879199  0.188
H  1.291661  0.146172  1.477747  0.172
H  2.849846  0.216429  -0.476741  0.360
H  3.028194  -1.284761  0.182090  0.368

Cartesian forces (eV/Å) of the 2 atoms listed first:
0.6 -1.6 0.4
-2.2 0.5 0.3


DFT total energy / Ha: -251.80751, -251.81235, -251.82163
Max |F| / eV Å⁻¹: 1.7, 2.0, 2.3